1.
Molecular formula: C82H217N15O28
Method: DFT, ωB97M-V with the def2-TZVPD basis set

Calculated values
net charge = 0
LUMO energy = 0.339 eV
DFT total energy = -6181.480206 hartree
largest force on an atom = 0.0705 hartree/bohr
frontier orbital gap = 8.43 eV

Element x y z (Å)
C: -0.292 -3.036 11.063
O: 0.360 -1.778 11.282
C: 0.243 -0.912 10.196
C: 1.441 -1.273 9.176
N: 1.282 -0.430 7.953
C: 1.654 0.972 8.173
C: 1.648 1.872 6.978
O: 2.397 1.251 5.920
C: 1.955 1.700 4.611
H: -1.337 -3.136 11.356
H: 0.375 -3.743 11.558
H: -0.285 -3.277 10.000
H: 0.343 0.079 10.638
H: -0.809 -0.931 9.911
H: 1.457 -2.302 8.817
H: 2.436 -1.205 9.615
H: 1.721 -0.760 7.105
H: 2.703 0.864 8.450
H: 1.277 1.339 9.128
H: 2.003 2.885 7.171
H: 0.595 2.027 6.740
H: 2.029 2.787 4.573
H: 0.897 1.523 4.419
H: 2.596 1.177 3.902
C: 0.823 -6.318 4.559
O: 0.234 -5.055 4.786
C: 0.505 -4.513 6.128
C: -0.337 -3.194 6.401
N: -1.698 -3.613 6.932
C: -2.493 -2.409 6.863
C: -3.986 -2.598 7.347
O: -4.556 -3.740 6.810
C: -6.014 -3.723 6.582
H: 1.870 -6.251 4.856
H: 0.770 -6.582 3.503
H: 0.381 -7.050 5.234
H: 1.576 -4.319 6.198
H: 0.174 -5.261 6.849
H: -0.345 -2.610 5.481
H: 0.149 -2.686 7.234
H: -2.101 -4.232 6.243
H: -2.587 -2.183 5.801
H: -2.098 -1.540 7.388
H: -4.532 -1.708 7.034
H: -3.980 -2.763 8.424
H: -6.513 -2.841 6.985
H: -6.503 -4.612 6.980
H: -6.149 -3.768 5.501
C: -2.562 11.508 1.031
O: -1.169 11.224 1.342
C: -0.815 9.818 1.141
C: 0.682 9.486 1.526
N: 1.226 8.318 0.872
C: 2.538 8.073 1.284
C: 2.638 7.827 2.894
O: 1.917 6.586 3.245
C: 2.023 6.370 4.643
H: -3.196 11.007 1.762
H: -3.012 11.191 0.090
H: -2.725 12.579 1.155
H: -1.006 9.317 0.192
H: -1.363 9.230 1.876
H: 0.710 9.374 2.610
H: 1.339 10.320 1.278
H: 0.565 7.563 0.755
H: 3.273 8.812 0.967
H: 2.830 7.129 0.826
H: 2.278 8.742 3.365
H: 3.723 7.763 2.966
H: 1.342 5.587 4.976
H: 1.718 7.163 5.326
H: 3.081 6.214 4.854
C: 4.850 -0.810 4.053
O: 4.405 -2.060 3.507
C: 3.118 -2.091 2.942
C: 2.577 -3.517 2.924
N: 3.427 -4.374 2.115
C: 3.195 -4.395 0.681
C: 4.487 -4.835 -0.002
O: 5.346 -3.825 -0.311
C: 6.249 -4.183 -1.331
H: 4.653 0.027 3.383
H: 5.922 -0.868 4.238
H: 4.417 -0.579 5.026
H: 3.159 -1.599 1.971
H: 2.383 -1.522 3.511
H: 1.584 -3.563 2.477
H: 2.566 -3.897 3.946
H: 4.369 -4.010 2.083
H: 2.759 -3.514 0.210
H: 2.314 -5.014 0.510
H: 4.243 -5.386 -0.910
H: 5.177 -5.534 0.470
H: 6.735 -3.367 -1.866
H: 5.825 -4.843 -2.088
H: 7.019 -4.769 -0.828
C: -10.855 -1.481 -1.947
O: -10.493 -0.190 -1.531
C: -11.559 0.753 -1.184
C: -11.015 1.800 -0.161
N: -9.909 2.603 -0.688
C: -9.068 3.247 0.221
C: -8.150 4.168 -0.569
O: -7.072 3.562 -1.257
C: -6.413 4.482 -2.187
H: -11.477 -1.335 -2.831
H: -11.280 -2.091 -1.150
H: -9.950 -1.990 -2.279
H: -12.367 0.315 -0.597
H: -11.948 1.258 -2.068
H: -10.648 1.192 0.666
H: -11.758 2.529 0.164
H: -9.321 2.117 -1.350
H: -8.470 2.535 0.789
H: -9.630 3.728 1.022
H: -7.742 4.855 0.172
H: -8.735 4.656 -1.348
H: -6.127 5.403 -1.680
H: -6.887 4.850 -3.097
H: -5.598 3.838 -2.517
C: 4.401 -8.118 -6.863
O: 4.282 -6.860 -6.062
C: 4.708 -5.674 -6.685
C: 3.920 -4.597 -6.015
N: 4.147 -4.688 -4.610
C: 3.119 -4.278 -3.776
C: 2.932 -2.729 -3.795
O: 1.997 -2.274 -2.897
C: 1.843 -0.860 -2.840
H: 4.020 -8.025 -7.880
H: 3.782 -8.914 -6.451
H: 5.358 -8.608 -6.684
H: 4.441 -5.768 -7.737
H: 5.797 -5.644 -6.656
H: 2.930 -4.866 -6.384
H: 4.225 -3.641 -6.441
H: 4.397 -5.645 -4.408
H: 3.367 -4.522 -2.743
H: 2.144 -4.712 -3.999
H: 2.511 -2.467 -4.765
H: 3.950 -2.366 -3.649
H: 2.826 -0.400 -2.946
H: 1.405 -0.561 -1.888
H: 1.153 -0.334 -3.499
C: -2.476 -9.409 -5.187
O: -1.573 -8.509 -4.610
C: -0.404 -9.015 -4.103
C: 0.256 -8.051 -3.066
N: -0.551 -7.498 -2.007
C: -0.042 -6.576 -0.915
C: -1.193 -5.952 -0.158
O: -2.258 -5.555 -0.954
C: -1.886 -4.388 -1.749
H: -2.018 -10.172 -5.818
H: -3.260 -8.847 -5.693
H: -2.936 -9.943 -4.356
H: 0.289 -9.237 -4.914
H: -0.597 -9.964 -3.603
H: 0.723 -7.290 -3.691
H: 1.041 -8.622 -2.570
H: -1.387 -7.081 -2.392
H: 0.572 -5.765 -1.306
H: 0.595 -7.120 -0.218
H: -0.708 -5.235 0.504
H: -1.645 -6.682 0.514
H: -1.620 -3.543 -1.115
H: -2.793 -4.096 -2.279
H: -1.130 -4.674 -2.481
C: 0.295 4.779 0.060
O: -0.409 6.027 -0.255
C: -1.194 5.969 -1.392
C: -1.600 7.253 -2.120
N: -0.606 7.930 -2.957
C: 0.726 8.223 -2.401
C: 1.510 9.245 -3.289
O: 0.631 10.374 -3.616
C: 0.541 11.463 -2.657
H: 0.832 4.905 1.000
H: 0.960 4.548 -0.772
H: -0.362 3.913 0.143
H: -2.160 5.498 -1.209
H: -0.769 5.395 -2.215
H: -1.797 7.995 -1.346
H: -2.547 7.007 -2.599
H: -0.920 8.873 -3.138
H: 1.202 7.243 -2.446
H: 0.384 8.492 -1.401
H: 1.785 8.835 -4.261
H: 2.399 9.593 -2.763
H: -0.140 11.181 -1.854
H: 0.055 12.311 -3.140
H: 1.498 11.811 -2.267
C: 0.625 -10.820 -7.958
O: 1.277 -9.476 -7.908
C: 0.412 -8.394 -8.261
C: 1.083 -7.087 -7.910
N: 0.227 -5.947 -8.022
C: -0.988 -5.996 -7.284
C: -1.389 -4.606 -6.939
O: -0.305 -4.091 -6.073
C: -0.683 -3.083 -5.211
H: 1.100 -11.447 -7.204
H: 0.736 -11.323 -8.919
H: -0.434 -10.847 -7.704
H: -0.572 -8.542 -7.817
H: 0.183 -8.474 -9.324
H: 1.903 -7.036 -8.626
H: 1.565 -7.124 -6.934
H: 0.546 -5.035 -7.728
H: -0.756 -6.466 -6.329
H: -1.711 -6.524 -7.906
H: -2.434 -4.665 -6.635
H: -1.386 -3.945 -7.806
H: -1.734 -3.133 -4.928
H: -0.795 -2.158 -5.776
H: 0.007 -2.920 -4.383
C: 10.499 -4.257 2.061
C: 9.046 -4.493 2.400
C: 8.108 -3.580 1.623
O: 8.279 -2.161 2.028
C: 7.533 -1.310 1.118
N: 8.700 -5.897 2.116
H: 10.741 -4.251 0.998
H: 11.264 -4.925 2.454
H: 10.839 -3.254 2.318
H: 8.945 -4.140 3.426
H: 7.131 -4.007 1.852
H: 8.174 -3.643 0.537
H: 7.477 -1.799 0.146
H: 8.172 -0.458 0.887
H: 6.569 -1.010 1.530
H: 7.727 -6.044 2.344
H: 9.208 -6.454 2.788
C: 4.472 7.586 -7.666
C: 5.198 6.769 -6.617
C: 4.160 6.240 -5.579
O: 4.866 5.549 -4.554
C: 4.078 4.913 -3.567
N: 5.858 5.652 -7.326
H: 3.607 7.028 -8.022
H: 4.955 7.781 -8.624
H: 4.104 8.538 -7.282
H: 6.023 7.327 -6.174
H: 3.581 5.501 -6.133
H: 3.428 6.928 -5.155
H: 3.378 4.196 -3.995
H: 3.466 5.669 -3.074
H: 4.704 4.281 -2.937
H: 6.380 5.100 -6.661
H: 5.264 5.079 -7.908
C: -4.936 -4.405 0.611
C: -4.923 -2.866 0.791
C: -3.933 -2.356 1.910
O: -2.489 -2.587 1.586
C: -1.614 -2.860 2.613
N: -4.944 -2.160 -0.486
H: -5.737 -4.743 -0.046
H: -5.255 -4.927 1.514
H: -3.998 -4.774 0.197
H: -5.949 -2.701 1.120
H: -4.245 -2.836 2.838
H: -4.049 -1.324 2.241
H: -0.581 -2.762 2.278
H: -1.634 -3.880 2.997
H: -1.746 -2.144 3.424
H: -5.596 -2.612 -1.111
H: -3.983 -2.150 -0.798
C: -2.761 1.074 6.097
C: -3.148 2.580 6.138
C: -4.539 2.736 5.514
O: -4.399 2.829 4.120
C: -5.568 2.410 3.402
N: -3.120 2.914 7.510
H: -2.644 0.718 5.073
H: -3.445 0.352 6.543
H: -1.801 0.902 6.585
H: -2.469 3.197 5.551
H: -5.014 3.701 5.696
H: -5.359 2.110 5.865
H: -6.155 1.530 3.665
H: -5.237 2.414 2.363
H: -6.187 3.306 3.445
H: -3.872 2.477 8.023
H: -3.003 3.909 7.643
C: 4.501 1.530 -1.253
C: 5.586 2.595 -0.769
C: 5.622 2.876 0.797
O: 4.365 3.333 1.414
C: 3.948 4.623 1.046
N: 6.942 1.952 -1.088
H: 4.719 0.641 -0.661
H: 4.668 1.208 -2.281
H: 3.464 1.860 -1.198
H: 5.465 3.450 -1.435
H: 6.435 3.547 1.077
H: 5.945 2.005 1.368
H: 3.162 5.044 1.673
H: 3.674 4.682 -0.008
H: 4.751 5.344 1.202
H: 7.753 2.503 -0.848
H: 7.109 1.655 -2.039
C: -2.822 1.293 0.763
C: -1.403 0.990 0.357
C: -0.504 0.719 1.590
O: 0.896 0.516 1.324
C: 1.615 1.604 0.819
N: -1.325 -0.155 -0.538
H: -2.832 1.941 1.639
H: -3.163 0.276 0.956
H: -3.445 1.659 -0.054
H: -1.070 1.801 -0.290
H: -0.955 -0.062 2.203
H: -0.651 1.647 2.143
H: 1.285 1.743 -0.210
H: 2.672 1.394 0.658
H: 1.622 2.515 1.418
H: -1.864 -0.844 -0.032
H: -0.394 -0.545 -0.499
C: -2.301 3.241 -4.033
O: -3.532 3.479 -4.577
H: -1.750 2.530 -4.648
H: -1.660 4.110 -4.185
H: -2.497 3.048 -2.978
H: -3.977 2.635 -4.471
C: -5.661 1.499 -6.008
O: -6.538 1.031 -5.015
H: -5.634 0.923 -6.933
H: -5.971 2.463 -6.411
H: -4.619 1.631 -5.719
H: -6.290 1.375 -4.154
C: -4.201 0.493 -2.908
O: -5.103 1.485 -2.753
H: -4.571 -0.504 -2.670
H: -4.014 0.495 -3.982
H: -3.390 0.583 -2.185
H: -5.471 1.406 -1.870
C: -2.576 6.205 2.557
O: -2.925 6.501 1.222
H: -3.082 5.311 2.922
H: -1.497 6.322 2.655
H: -3.051 7.028 3.091
H: -2.128 6.297 0.727

Results of the Mulliken charge analysis, in e, for atoms 1 through 4:
1 C -0.37
2 O -0.43
3 C -0.30
4 C -0.63

=====

2.
Molecular formula: C6H9N
Method: DFT, ωB97M-V with the def2-TZVPD basis set

Calculated values
net charge = 0
LUMO energy = -0.182 eV
DFT total energy = -288.703123 hartree
largest force on an atom = 0.0062 hartree/bohr
frontier orbital gap = 9.13 eV

Element x y z (Å)
C: -0.445 1.593 0.568
C: 0.455 0.623 0.396
N: 1.852 0.878 0.348
C: 2.393 -0.283 0.190
C: 1.424 -1.387 0.115
C: 0.205 -0.829 0.245
C: -1.145 -1.470 0.245
H: -1.509 1.381 0.626
H: -0.123 2.625 0.670
H: 3.473 -0.392 0.123
H: 1.662 -2.437 -0.016
H: -1.065 -2.549 0.086
H: -1.776 -1.057 -0.550
H: -1.666 -1.301 1.195
H: -2.119 2.440 -2.356
H: -1.617 2.164 -1.883

Results of the Mulliken charge analysis, in e, for atoms 1 through 4:
1 C -1.06
2 C 0.70
3 N -0.64
4 C -0.22

=====

3.
Molecular formula: C40H36InNO6PSbSe4
Method: DFT, ωB97M-V with the def2-TZVPD basis set

Calculated values
net charge = -2
LUMO energy = 3.245 eV
DFT total energy = -12429.627263 hartree
largest force on an atom = 0.0398 hartree/bohr
frontier orbital gap = 3.64 eV

Element x y z (Å)
In: -0.514 -1.386 1.250
O: 2.248 1.935 -1.441
C: 1.618 1.108 -0.589
O: 1.242 0.021 -0.946
C: 1.429 1.679 0.763
C: 1.598 3.037 0.962
C: 1.254 3.560 2.197
C: 0.851 2.707 3.202
C: 0.821 1.335 2.950
N: 1.058 0.830 1.735
C: 0.739 0.297 4.034
O: 0.559 0.707 5.291
O: 1.082 -0.855 3.815
H: 2.291 1.465 -2.283
H: 1.955 3.652 0.150
H: 1.300 4.626 2.390
H: 0.572 3.113 4.166
H: 0.141 1.603 5.366
C: -6.998 0.804 -0.802
C: -6.139 1.758 -1.328
C: -4.764 1.546 -1.323
C: -4.237 0.371 -0.792
C: -5.111 -0.588 -0.279
C: -6.481 -0.375 -0.284
P: -2.442 0.002 -0.601
C: -1.830 1.647 -1.154
C: -2.036 2.703 -0.259
C: -1.725 4.005 -0.622
C: -1.183 4.271 -1.875
C: -0.942 3.226 -2.755
C: -1.263 1.918 -2.398
C: -2.104 -1.076 -2.052
C: -2.756 -0.846 -3.241
C: -2.553 -1.669 -4.364
C: -1.724 -2.749 -4.267
C: -1.063 -3.054 -3.053
C: -0.274 -4.227 -2.956
C: 0.313 -4.562 -1.774
C: 0.183 -3.709 -0.654
C: -0.523 -2.529 -0.694
C: -1.212 -2.197 -1.913
H: -8.067 0.989 -0.777
H: -6.534 2.683 -1.735
H: -4.112 2.306 -1.729
H: -4.707 -1.498 0.152
H: -7.142 -1.120 0.144
H: -2.479 2.504 0.717
H: -1.907 4.811 0.081
H: -0.939 5.289 -2.162
H: -0.512 3.423 -3.731
H: -1.087 1.108 -3.095
H: -3.442 -0.010 -3.320
H: -3.069 -1.452 -5.293
H: -1.578 -3.412 -5.114
H: -0.172 -4.861 -3.832
H: 0.886 -5.480 -1.691
H: 0.662 -4.009 0.275
C: 6.986 1.686 -0.125
C: 6.000 0.586 0.156
C: 5.447 0.418 1.415
C: 4.483 -0.554 1.673
C: 4.037 -0.787 3.089
C: 4.014 -1.339 0.604
C: 2.820 -2.200 0.700
O: 1.984 -2.230 1.583
C: 4.637 -1.244 -0.659
C: 4.235 -2.126 -1.820
C: 5.623 -0.293 -0.856
H: 7.220 2.243 0.781
H: 6.568 2.382 -0.857
H: 7.913 1.287 -0.543
H: 5.770 1.060 2.227
H: 4.436 -0.023 3.755
H: 4.397 -1.765 3.424
H: 2.952 -0.810 3.173
H: 2.705 -2.906 -0.139
H: 3.197 -1.942 -2.115
H: 4.324 -3.184 -1.569
H: 4.877 -1.927 -2.679
H: 6.094 -0.213 -1.832
C: -2.783 -3.789 1.158
O: -2.106 -2.766 1.810
H: -3.386 -4.376 1.870
H: -2.114 -4.504 0.638
H: -3.481 -3.414 0.381
Se: -5.325 1.491 6.175
Sb: -3.101 1.423 5.142
Se: -1.857 -0.267 3.139
Se: -2.106 3.694 5.345
Se: -3.643 1.017 2.495

Results of the Mulliken charge analysis, in e, for atoms 1 through 4:
1 In 1.07
2 O -0.64
3 C 0.51
4 O -0.27

=====

4.
Molecular formula: C5H31NO11S
Method: DFT, ωB97M-V with the def2-TZVPD basis set

Calculated values
net charge = 0
LUMO energy = -0.366 eV
DFT total energy = -1489.659872 hartree
largest force on an atom = 0.0443 hartree/bohr
frontier orbital gap = 9.25 eV

Element x y z (Å)
C: 1.391 0.873 -0.856
C: 1.650 -0.630 -0.718
C: 0.457 -1.415 -0.137
C: 0.698 -2.042 1.222
S: -0.904 -2.582 1.977
N: 2.150 -1.061 -2.037
C: 2.763 -2.281 -2.184
O: 2.941 -2.793 -3.262
H: 2.134 1.322 -1.527
H: 0.477 1.161 -1.349
H: 1.579 1.344 0.102
H: 2.535 -0.802 -0.091
H: -0.441 -0.798 -0.108
H: -0.007 -2.154 -0.805
H: 1.215 -1.453 1.983
H: 1.449 -2.845 1.238
H: -1.540 -2.778 0.823
H: 1.820 -0.576 -2.858
H: 3.113 -2.630 -1.200
O: -2.078 0.746 1.314
H: -2.773 1.348 1.039
H: -2.233 -0.101 0.895
O: 0.155 -0.218 -4.409
H: 0.345 -1.155 -4.570
H: 0.037 0.051 -5.330
O: 3.078 0.443 3.174
H: 3.000 1.406 3.213
H: 2.766 0.118 2.331
O: -1.665 2.962 -2.272
H: -1.021 3.540 -1.851
H: -2.259 3.530 -2.770
O: -1.412 0.152 -2.151
H: -1.092 1.037 -2.383
H: -0.594 -0.304 -2.297
O: -3.845 -0.736 -2.105
H: -3.415 -0.468 -1.302
H: -3.458 -0.356 -2.886
O: 2.307 3.369 3.494
H: 1.402 3.073 3.647
H: 2.347 3.816 2.646
O: -3.762 2.002 -0.466
H: -4.329 1.529 -1.076
H: -2.872 1.979 -0.845
O: -1.168 1.338 4.497
H: -0.400 1.310 3.884
H: -1.858 1.079 3.880
O: 0.373 1.222 2.307
H: 1.048 0.555 2.250
H: -0.409 0.898 1.808

Results of the Mulliken charge analysis, in e, for atoms 1 through 4:
1 C -1.03
2 C -0.23
3 C 0.29
4 C -0.65